2 unconnected molecules or ions with the total composition CH2ClNO2S at a distorted geometry. Source: OMol25; level of theory: wB97M-V/def2-TZVPD.

Summary:
Spin multiplicity: 1
Lowest unoccupied orbital energy (eV): -0.145
HOMO level (eV): -10.83
Orbital gap (eV): 10.69
Total charge: 0

Positions of all 8 atoms, in Å:
C (2.0067, -1.2347, 0.0587)
N (1.1193, -0.6490, -0.4268)
O (-1.4124, -1.6320, -0.6568)
O (-0.9981, 0.2221, 0.7958)
S (-1.0044, -0.2610, -0.5743)
Cl (-1.0435, 2.9924, -0.4844)
H (2.7807, -1.5720, 0.7589)
H (-1.4483, 2.1342, 0.5290)

***

A single C2H4NP molecule at a distorted geometry. Source: OMol25; level of theory: wB97M-V/def2-TZVPD.

Summary:
Spin multiplicity: 3
Lowest unoccupied orbital energy (spin up / spin down) (eV): 1.019 / -1.098
HOMO level (spin up / spin down) (eV): -6.22 / -9.88
Orbital gap (spin up / spin down) (eV): 7.24 / 8.78
Total charge: 0

Positions of all 8 atoms, in Å:
C (1.2621, -0.3545, 0.2755)
C (-1.2685, 0.1570, -0.1474)
N (1.9545, 0.5264, -0.1224)
P (-0.3135, -1.2408, -0.1032)
H (-1.7505, 0.5702, 0.7221)
H (-1.3740, 0.6995, -1.0684)
H (1.9988, 1.2872, -0.7766)
H (-0.5088, -1.6451, 1.2203)

***

2 unconnected molecules or ions with the total composition C6H14N2O2 at a distorted geometry. Source: OMol25; level of theory: wB97M-V/def2-TZVPD.

Summary:
Spin multiplicity: 1
Lowest unoccupied orbital energy (eV): 0.610
SMILES string: CNC(C)=O.CNC(C)=O
HOMO level (eV): -9.52
Orbital gap (eV): 10.13
Total charge: 0

Positions of all 24 atoms, in Å:
C (-1.9564, 0.3638, 0.9663)
N (-1.2766, -0.8655, 1.3251)
C (-1.1254, -1.8048, 0.3225)
C (-0.1120, -2.8920, 0.4703)
O (-1.8337, -1.6764, -0.6659)
H (-1.7549, 0.7027, -0.0492)
H (-3.0383, 0.2217, 0.9683)
H (-1.7923, 1.2464, 1.5922)
H (-0.9427, -1.0250, 2.2559)
H (0.8501, -2.5701, 0.9064)
H (-0.4447, -3.6442, 1.1830)
H (0.1081, -3.3703, -0.4845)
C (1.1698, 0.0809, -2.1583)
N (0.5979, 0.8051, -1.0140)
C (1.3048, 1.9047, -0.6088)
C (1.0715, 2.4968, 0.7662)
O (2.3091, 2.2269, -1.2200)
H (0.6551, -0.8665, -2.3513)
H (1.1191, 0.6268, -3.0758)
H (2.1403, -0.2918, -1.8403)
H (-0.1989, 0.3842, -0.5657)
H (1.5559, 1.8337, 1.4811)
H (1.5446, 3.4720, 0.6632)
H (0.0496, 2.6408, 1.1332)

***

A molecular structure, C3H8FN at a distorted geometry. Source: OMol25; level of theory: wB97M-V/def2-TZVPD.

Summary:
Spin multiplicity: 1
Lowest unoccupied orbital energy (eV): 0.820
HOMO level (eV): -9.05
Orbital gap (eV): 9.87
Total charge: 0

Positions of all 13 atoms, in Å:
C (1.6662, -0.2954, -0.0986)
C (-0.4914, 0.3972, 0.3883)
C (-1.6548, 0.3125, -0.2490)
H (2.7412, -0.6818, -0.7628)
H (1.6947, 0.8280, -0.2659)
H (1.9661, -0.7334, 1.0511)
H (0.1296, -1.8097, 0.4123)
H (-0.3997, 1.0743, 1.4545)
H (0.2651, 1.2832, -0.4619)
H (-1.2376, 0.3075, -1.3696)
H (-2.6996, 1.0191, -0.0580)
N (0.2053, -0.7790, -0.0895)
F (-2.1851, -0.9225, 0.0491)

***

Calculated molecular weight, 127.55; 73.03; 146.19; 77.10 g mol⁻¹ (same order as the records).
Calculated ΔE to the lowest compared entry with this formula, charge and spin, 44.3; 47.6; 28.6; 153.5 kcal per mole (same order as the records).